Arrangement A

Below is a 3-piece molecular cluster, C2H12NO2 overall, with properties calculated with the ωB97M-V functional and the def2-TZVPD basis.

## Properties
E_LUMO: -0.109 Ha
Highest occupied orbital energy: -0.587 hartree
Total charge: +1
Kohn-Sham gap: 13.0 eV

```
17
C2H12NO2 (the ωB97M-V functional and the def2-TZVPD basis)
C 0.0952 -0.5811 2.2319
C 0.3410 0.3855 1.1004
N 0.3603 -0.3862 -0.2014
H -0.8747 -1.0360 2.2100
H 0.8431 -1.3837 2.2430
H 0.1561 -0.0089 3.1533
H -0.5366 0.9875 1.0147
H 1.1749 1.0620 1.1726
H 1.0789 -1.0971 -0.1519
H 0.5444 0.1458 -1.0531
H -0.5806 -0.8139 -0.2919
H -2.8194 -1.4000 -0.1911
H -2.5132 -1.7608 -1.6679
O -2.2416 -1.1965 -0.9343
H 1.1030 2.3050 -2.3644
H 2.4157 2.0793 -1.6197
O 1.5085 1.7495 -1.6855
```

Atomic partial charges in e from the Mulliken method, atoms 1 to 2: -1.078, -0.426



Arrangement B

Below is a 3-piece molecular cluster, C2H12NO2 overall, with properties calculated with the ωB97M-V functional and the def2-TZVPD basis.

## Properties
E_LUMO: -0.114 Ha
Highest occupied orbital energy: -0.587 hartree
Total charge: +1
Kohn-Sham gap: 12.9 eV

```
17
C2H12NO2 (the ωB97M-V functional and the def2-TZVPD basis)
C -0.1682 1.4947 -1.8306
C 0.0752 0.0079 -1.3856
N -0.4195 -0.1529 0.0679
H 0.5059 2.2833 -1.2589
H -1.2475 1.7605 -1.6243
H 0.0743 1.5735 -3.0075
H 1.1659 -0.2623 -1.4444
H -0.5523 -0.6905 -2.0090
H -1.3236 0.2673 0.2603
H -0.4425 -1.1619 0.4903
H 0.1444 0.4735 0.7804
H 1.6329 1.7846 2.4356
H 0.1822 2.5576 1.9855
O 0.6805 1.6923 2.0486
H -0.9545 -3.2341 1.0906
H -0.1262 -3.6318 -0.0543
O -0.1261 -2.9005 0.5987
```

Atomic partial charges in e from the Mulliken method, atoms 1 to 2: -0.962, -0.302



Arrangement C

Below is a 3-piece molecular cluster, C2H12NO2 overall, with properties calculated with the ωB97M-V functional and the def2-TZVPD basis.

## Properties
E_LUMO: -0.120 Ha
Highest occupied orbital energy: -0.561 hartree
Total charge: +1
Kohn-Sham gap: 12.0 eV

```
17
C2H12NO2 (the ωB97M-V functional and the def2-TZVPD basis)
C 1.4869 -1.1015 0.0096
N 0.0268 -1.2613 0.3031
C -0.9498 -2.1840 -0.5042
H 2.0436 -0.6939 0.8385
H 1.7135 -0.6640 -1.0005
H 1.9435 -2.1872 -0.0150
H 0.1959 -1.7046 1.3335
H -0.3990 -0.3679 0.1352
H -0.9892 -3.0849 0.2484
H -1.8872 -1.7733 -0.7785
H -0.4630 -2.4217 -1.3832
H -0.5544 3.8443 1.7137
H -0.6007 4.4991 0.2680
O -0.1372 3.7988 0.8490
H -0.5632 2.2736 -0.0149
H -0.4174 1.6783 -1.4878
O -0.4492 1.3501 -0.5151
```

Atomic partial charges in e from the Mulliken method, atoms 1 to 2: -0.908, -0.083



Energetically preferred structure: arrangement A | next structure: +0.0346 hartree



Arrangement A

Below is the molecule C8H8OS, with properties calculated with the ωB97M-V functional and the def2-TZVPD basis.

## Properties
SMILES string: SC1C=CC(=C2CO2)C=C1
E_LUMO (alpha / beta): 0.013 / 0.013 Ha
Highest occupied orbital energy (alpha / beta): -0.272 / -0.272 hartree
Total charge: 0
Kohn-Sham gap (alpha / beta): 7.8 / 7.8 eV

```
18
C8H8OS (the ωB97M-V functional and the def2-TZVPD basis)
S 3.2304 0.0595 -0.0312
C 1.7918 1.4109 0.1691
C 1.0535 1.0623 -1.1302
C -0.0509 0.2062 -1.1016
C -0.6414 -0.1016 0.1272
C -1.7343 -0.9815 0.1846
C -2.7775 -1.8359 -0.3547
O -2.6053 -1.5575 1.0350
C -0.1013 0.3135 1.3733
C 1.0649 0.9943 1.3609
H 2.3944 -0.6322 -0.8757
H 2.3401 2.3096 0.2095
H 1.4114 1.4741 -2.0134
H -0.4767 0.0386 -2.1522
H -3.6227 -1.3646 -0.7199
H -2.3352 -2.7664 -0.6375
H -0.4786 0.0191 2.2910
H 1.5373 1.3515 2.2658
```

Atomic partial charges in e from the Mulliken method, atoms 1 to 2: -0.250, -0.098



Arrangement B

Below is the molecule C8H8OS, with properties calculated with the ωB97M-V functional and the def2-TZVPD basis.

## Properties
SMILES string: O=C1CC(c2cccs2)C1
E_LUMO: 0.025 Ha
Highest occupied orbital energy: -0.323 hartree
Total charge: 0
Kohn-Sham gap: 9.5 eV

```
18
C8H8OS (the ωB97M-V functional and the def2-TZVPD basis)
O 2.4532 2.1853 -0.3843
C 1.3311 1.8351 -0.4763
C 0.5286 1.2019 -1.6084
C -0.5674 0.8365 -0.5339
C -0.5678 -0.5737 -0.0466
C 0.2584 -1.1069 0.8788
C -0.0604 -2.4189 1.2636
C -1.0879 -2.9257 0.4798
S -1.7012 -1.7497 -0.6261
C 0.1784 1.8779 0.4685
H 0.0110 2.0103 -2.2123
H 0.9249 0.4976 -2.2394
H -1.6088 1.1448 -0.8053
H 0.9035 -0.3826 1.4336
H 0.2910 -2.9553 1.9731
H -1.5126 -3.8520 0.4594
H 0.3363 1.4931 1.4140
H -0.1102 2.8824 0.5618
```

Atomic partial charges in e from the Mulliken method, atoms 1 to 2: -0.548, 0.556



Arrangement C

Below is the molecule C8H8OS, with properties calculated with the ωB97M-V functional and the def2-TZVPD basis.

## Properties
E_LUMO (alpha / beta): -0.032 / -0.031 Ha
Highest occupied orbital energy (alpha / beta): -0.291 / -0.288 hartree
Total charge: 0
Kohn-Sham gap (alpha / beta): 7.1 / 7.0 eV

```
18
C8H8OS (the ωB97M-V functional and the def2-TZVPD basis)
C 2.5277 -1.5088 0.1718
C 1.2280 -1.2025 0.4209
C 3.2453 -0.5091 -0.3280
C 0.9266 0.1660 0.3044
C -1.8450 -0.1971 -0.3987
C -1.4766 0.3010 0.9445
C -1.7750 0.8982 -1.2995
C -0.2700 0.8667 0.4122
O -2.0274 -1.3491 -0.7666
S 2.3569 0.9824 -0.4012
H 3.0954 -2.3968 0.3336
H 0.4501 -1.8385 0.8698
H 4.3512 -0.6142 -0.4582
H -2.2148 0.9997 1.3499
H -1.2998 -0.5939 1.6723
H -1.5890 0.8696 -2.3609
H -1.9214 1.9297 -1.1042
H -0.0591 1.9888 0.2827
```

Atomic partial charges in e from the Mulliken method, atoms 1 to 2: -0.502, -0.368



Arrangement D

Below is the molecule C8H8OS, with properties calculated with the ωB97M-V functional and the def2-TZVPD basis.

## Properties
E_LUMO (alpha / beta): -0.017 / -0.054 Ha
Highest occupied orbital energy (alpha / beta): -0.282 / -0.303 hartree
Total charge: 0
Kohn-Sham gap (alpha / beta): 7.2 / 6.8 eV

```
18
C8H8OS (the ωB97M-V functional and the def2-TZVPD basis)
C 0.9286 2.7734 -0.3656
C 0.4514 1.4726 -0.1225
C 1.4052 2.9764 -1.6767
C 0.6404 0.5543 -1.2005
C -0.3260 -1.6338 -0.3365
C 0.1507 -0.6869 -1.2990
C -0.5841 -1.3265 1.2801
C -1.4943 -2.2137 1.9788
O -0.5927 -2.7900 -0.6337
S 1.4023 1.5117 -2.5864
H 1.0250 3.4776 0.3354
H 0.0374 0.9701 0.7808
H 1.9499 3.7605 -2.0649
H 0.3999 -1.2017 -2.2564
H -0.2800 -0.3657 1.6422
H -0.9249 -2.4073 3.0106
H -1.6815 -3.0868 1.3056
H -2.5076 -1.7843 2.2089
```

Atomic partial charges in e from the Mulliken method, atoms 1 to 2: -0.659, -0.100



Energetically preferred structure: arrangement B | next structure: +0.0643 hartree



Arrangement A

Below is a 2-piece molecular cluster, C4H12NOS overall, with properties calculated with the ωB97M-V functional and the def2-TZVPD basis.

## Properties
E_LUMO: 0.128 Ha
Highest occupied orbital energy: -0.106 hartree
Total charge: -1
Kohn-Sham gap: 6.4 eV

```
19
C4H12NOS (the ωB97M-V functional and the def2-TZVPD basis)
C 0.4435 -0.7979 -0.8639
O 1.0511 -0.3347 0.2503
C 1.1232 -0.2646 -2.1403
N 0.5043 -0.7471 -3.3793
H 0.4035 -1.9044 -0.9876
H -0.6484 -0.5046 -0.9426
H 1.2141 0.8285 -2.0769
H 2.1598 -0.6216 -2.0982
H -0.4817 -0.5198 -3.4012
H 0.9273 -0.3404 -4.1966
C -0.4077 -0.3997 3.1302
S -1.9011 0.3830 2.4340
C -1.0929 1.5588 1.2884
H -0.0527 0.2768 3.9053
H 0.2836 -0.5632 2.2872
H -0.6494 -1.3750 3.5526
H -1.8787 1.9494 0.6429
H -0.6844 2.4055 1.8427
H -0.3134 0.9709 0.7531
```

Atomic partial charges in e from the Mulliken method, atoms 1 to 2: -0.383, -0.906



Arrangement B

Below is a 2-piece molecular cluster, C4H12NOS overall, with properties calculated with the ωB97M-V functional and the def2-TZVPD basis.

## Properties
E_LUMO: 0.135 Ha
Highest occupied orbital energy: -0.105 hartree
Total charge: -1
Kohn-Sham gap: 6.5 eV

```
19
C4H12NOS (the ωB97M-V functional and the def2-TZVPD basis)
C -0.0701 -2.6026 0.2815
N 0.3293 -1.4698 -0.4961
C 0.3646 -0.1957 0.2078
C 0.0254 0.9392 -0.7708
S -0.0823 2.6022 -0.0616
C 1.7260 0.0748 0.8819
H 0.6499 -2.8521 1.0868
H -1.0086 -2.3613 0.7624
H -0.1513 -3.4791 -0.3521
H 1.1147 -1.5258 -1.1281
H -0.4250 -0.1378 0.9363
H 0.7636 0.9267 -1.5858
H -0.9131 0.6369 -1.2310
H 1.9050 -0.6065 1.7114
H 1.7372 1.1257 1.1812
H 2.4984 -0.0494 0.1176
H -2.2523 2.5857 -0.1434
H -3.0271 3.5391 -1.0309
O -3.1842 2.8499 -0.3672
```

Atomic partial charges in e from the Mulliken method, atoms 1 to 2: -0.806, -0.312



Energetically preferred structure: arrangement B | next structure: +0.0496 hartree



Arrangement A

Below is an isolated ion of composition C4H10N2O and charge -1, with properties calculated with the ωB97M-V functional and the def2-TZVPD basis.

## Properties
Spin multiplicity: 2
E_LUMO (alpha / beta): 0.148 / 0.143 Ha
Highest occupied orbital energy (alpha / beta): 0.044 / -0.205 hartree
Total charge: -1
Kohn-Sham gap (alpha / beta): 2.9 / 9.5 eV

```
17
C4H10N2O (the ωB97M-V functional and the def2-TZVPD basis)
O 0.7038 0.2896 -1.9662
C 0.5695 0.0327 -0.7752
N 0.0324 0.9259 0.0811
C -0.1477 0.8664 1.5453
N -1.1702 1.7657 1.9899
C 0.7238 -1.4252 -0.2853
C -0.4593 -2.2057 -0.8780
H -0.2754 1.7961 -0.3269
H -0.4425 -0.1494 1.7953
H 0.7655 1.1104 2.0901
H -2.1050 1.4377 1.7858
H -0.9729 2.7391 1.7939
H 0.6487 -1.4973 0.7929
H 1.7050 -1.6545 -0.6988
H -1.1959 -2.4978 -0.1420
H -0.9669 -1.6028 -1.6325
H -0.2272 -3.1182 -1.4323
```

Atomic partial charges in e from the Mulliken method, atoms 1 to 2: -0.415, -0.946



Arrangement B

Below is an isolated ion of composition C4H10N2O and charge -1, with properties calculated with the ωB97M-V functional and the def2-TZVPD basis.

## Properties
Spin multiplicity: 2
E_LUMO (alpha / beta): 0.145 / 0.143 Ha
Highest occupied orbital energy (alpha / beta): 0.016 / -0.117 hartree
Total charge: -1
Kohn-Sham gap (alpha / beta): 3.5 / 7.1 eV

```
17
C4H10N2O (the ωB97M-V functional and the def2-TZVPD basis)
O 1.0370 0.2406 3.1749
C 0.9055 -0.2870 2.0681
C 0.2121 0.3196 0.9718
C 0.0144 -0.7711 -0.1831
C -0.4403 -0.2474 -1.5824
N 0.6847 0.4954 -2.4024
N -1.2277 0.7750 1.4265
H 1.1681 -1.3946 2.0085
H 0.7721 1.2191 0.4933
H 0.9623 -1.3373 -0.3014
H -0.8309 -1.2765 0.2374
H -0.8465 -0.9723 -2.3306
H -1.2591 0.5794 -1.4209
H 1.4509 -0.0977 -2.5841
H 0.4489 0.7139 -3.3106
H -1.3627 1.7883 1.6377
H -1.6887 0.2525 2.0974
```

Atomic partial charges in e from the Mulliken method, atoms 1 to 2: -0.691, -0.494



Energetically preferred structure: arrangement A | next structure: +0.0534 hartree